No. 1
Density functional theory data (ωB97M-V/def2-TZVPD) for a structure of composition C36H34B2ClF4N7O6P2Se2Ti at a distorted geometry.

XYZ file:
```
95
Properties=species:S:1:pos:R:3:mulliken_charge:R:1
Ti 1.970 1.772 1.803 -0.90
C 4.686 -1.215 3.469 -1.85
C 3.997 -0.007 2.950 0.88
N 2.730 0.154 2.921 0.99
O 1.860 -0.798 3.276 -0.43
B 0.463 -0.183 3.539 0.48
F -0.240 -1.147 4.182 -0.35
F 0.702 1.005 4.215 -0.30
O -0.321 0.167 2.290 0.12
N -0.212 1.493 1.765 0.50
C -0.809 2.526 2.614 1.18
C -2.209 2.328 3.079 -1.80
C 0.039 3.511 2.964 -0.56
N 1.379 3.342 2.644 1.83
O 2.134 4.465 2.544 -0.64
B 3.584 4.292 2.889 0.96
F 3.734 3.642 4.101 -0.40
F 4.159 5.522 2.801 -0.36
O 4.329 3.406 1.823 -0.55
N 3.952 2.121 2.010 0.68
C 4.724 1.234 2.518 0.44
C 6.180 1.411 2.732 -1.92
C -0.370 4.720 3.741 -1.96
H 3.954 -1.906 3.879 0.37
H 5.403 -0.940 4.242 0.42
H 5.238 -1.712 2.668 0.33
H -2.357 1.282 3.357 0.22
H -2.943 2.591 2.315 0.31
H -2.399 2.930 3.964 0.57
H 6.466 2.424 2.463 0.39
H 6.723 0.697 2.110 0.37
H 6.443 1.218 3.773 0.41
H -1.379 5.027 3.472 0.48
H 0.319 5.535 3.542 0.44
H -0.342 4.507 4.812 0.34
Se -5.062 1.333 -2.391 -0.33
P -3.329 0.169 -2.400 -0.15
C -2.502 0.192 -4.007 0.66
C -1.580 1.200 -4.273 -0.39
C -1.053 1.340 -5.548 -0.56
C -1.449 0.477 -6.561 -0.68
C -2.382 -0.518 -6.302 -0.76
C -2.917 -0.654 -5.031 -0.24
C -3.682 -1.554 -1.950 0.92
C -4.664 -1.769 -0.979 -0.70
C -5.020 -3.056 -0.622 -0.78
C -4.418 -4.143 -1.248 -0.65
C -3.461 -3.935 -2.226 -0.97
C -3.088 -2.642 -2.576 0.17
C -2.106 0.797 -1.164 0.45
C -1.152 0.310 -0.265 -0.18
N -0.941 1.398 0.543 0.66
N -1.632 2.455 0.160 -0.69
N -2.323 2.109 -0.867 -0.83
P 0.015 -1.089 -0.203 0.72
Se 2.012 -0.328 -0.038 -0.06
C 0.044 -1.910 -1.803 0.91
C 0.301 -1.158 -2.947 -0.44
C 0.450 -1.793 -4.167 -0.74
C 0.390 -3.180 -4.239 -0.83
C 0.173 -3.931 -3.093 -0.76
C -0.014 -3.299 -1.873 -0.52
C -0.545 -2.304 0.994 0.59
C -1.901 -2.452 1.259 -0.52
C -2.319 -3.427 2.150 -0.73
C -1.387 -4.250 2.767 -0.70
C -0.034 -4.101 2.497 -0.82
C 0.393 -3.125 1.610 -0.32
H -1.286 1.891 -3.492 0.43
H -0.339 2.128 -5.751 0.41
H -1.037 0.589 -7.557 0.40
H -2.705 -1.180 -7.095 0.43
H -3.670 -1.409 -4.844 0.53
H -5.160 -0.915 -0.534 0.36
H -5.782 -3.215 0.130 0.47
H -4.708 -5.151 -0.978 0.42
H -3.001 -4.777 -2.728 0.45
H -2.349 -2.490 -3.352 0.26
H 0.406 -0.082 -2.879 0.70
H 0.626 -1.205 -5.058 0.54
H 0.522 -3.675 -5.193 0.42
H 0.143 -5.012 -3.148 0.49
H -0.206 -3.886 -0.985 0.36
H -2.627 -1.804 0.784 0.46
H -3.374 -3.538 2.366 0.48
H -1.716 -5.003 3.471 0.39
H 0.692 -4.733 2.991 0.43
H 1.448 -2.980 1.414 0.49
Cl 1.286 3.287 -2.993 -0.15
C 2.489 3.927 -1.832 -0.74
C 2.816 2.826 -0.841 0.60
O 3.790 2.118 -0.959 -0.57
O 1.926 2.731 0.121 -0.19
H 2.037 4.780 -1.338 0.26
H 3.374 4.201 -2.393 0.45
```

Results
Kohn-Sham gap (alpha / beta)	6.8 / 6.4	eV
relative energy (zero: lowest compared OMol25 entry of this formula, charge and spin)	3.3882	eV
HOMO energy (alpha / beta)	-8.09 / -8.08	eV
multiplicity	1

=====

No. 2
Density functional theory data (ωB97M-V/def2-TZVPD) for the molecule C5H7NO at a distorted geometry.

XYZ file:
```
14
Properties=species:S:1:pos:R:3:mulliken_charge:R:1
C -0.066 1.762 -0.513 -1.20
C 0.410 0.370 -0.186 0.44
C 1.666 -0.111 -0.256 -0.70
C 0.437 -1.784 0.369 -0.62
C -0.413 -0.733 0.215 0.72
H -0.917 1.674 -1.203 0.33
H -0.415 2.335 0.345 0.29
H 0.685 2.367 -1.069 0.33
H 2.599 0.332 -0.520 0.44
H 0.328 -2.836 0.644 0.37
H -2.033 0.167 0.901 0.26
H -2.184 -1.450 0.875 0.26
N -1.822 -0.674 0.347 -0.58
O 1.724 -1.419 0.049 -0.36
```

Results
Kohn-Sham gap	9.1	eV
relative energy (zero: lowest compared OMol25 entry of this formula, charge and spin)	0.8797	eV
SMILES	Cc1cocc1N
HOMO energy	-8.17	eV
multiplicity	1

=====

No. 3
Density functional theory data (ωB97M-V/def2-TZVPD) for a cluster of 2 separate species, C10H16O in total at a distorted geometry.

XYZ file:
```
27
Properties=species:S:1:pos:R:3:mulliken_charge:R:1
C 0.731 -0.890 -4.018 -0.88
C 0.910 -1.506 -2.624 -0.63
H -0.302 -0.641 -4.233 0.28
H 1.427 -0.099 -4.292 0.29
H 0.980 -1.663 -4.754 0.27
H 1.412 -0.868 -1.890 0.21
H -0.061 -1.664 -2.150 0.14
H 1.428 -2.457 -2.706 0.32
C 0.756 2.078 1.007 -0.91
C 0.217 3.272 1.796 -1.08
C 0.016 0.778 1.221 0.36
C -1.239 0.555 0.678 -0.50
C 0.555 -0.210 2.060 -0.49
C -1.799 -0.721 0.770 -0.52
C 0.015 -1.476 2.144 -0.60
C -1.117 -1.759 1.373 0.86
O -1.648 -3.018 1.454 -0.54
H 0.802 2.292 -0.055 0.38
H 1.779 1.910 1.332 0.39
H -0.867 3.251 1.839 0.34
H -1.772 1.361 0.189 0.40
H 1.376 0.126 2.675 0.38
H -2.669 -0.964 0.160 0.23
H 0.394 -2.132 2.917 0.39
H -2.443 -3.051 0.905 0.29
H 0.535 4.223 1.374 0.34
H 0.583 3.272 2.828 0.29
```

Results
Kohn-Sham gap	9.2	eV
relative energy (zero: lowest compared OMol25 entry of this formula, charge and spin)	1.1713	eV
SMILES	CCc1ccc(O)cc1.CC
HOMO energy	-8.37	eV
multiplicity	1

=====

No. 4
Density functional theory data (ωB97M-V/def2-TZVPD) for a structure of composition C4H5Br2Cl at a distorted geometry.

XYZ file:
```
12
Properties=species:S:1:pos:R:3:mulliken_charge:R:1
C -0.752 0.254 1.307 -0.58
C -0.105 0.345 -0.011 -0.13
C -1.862 -0.103 0.317 0.08
C 0.694 -0.800 -0.567 -0.45
Cl 2.376 -0.227 -0.366 -0.20
Br -3.090 1.194 -0.208 -0.08
Br -2.321 -1.875 -0.064 -0.08
H -0.477 -0.456 2.052 0.26
H -0.868 1.197 1.781 0.29
H 0.154 1.330 -0.639 0.31
H 0.487 -1.039 -1.574 0.37
H 0.427 -1.700 0.084 0.23
```

Results
Kohn-Sham gap	9.2	eV
relative energy (zero: lowest compared OMol25 entry of this formula, charge and spin)	0.7266	eV
HOMO energy	-8.69	eV
multiplicity	1